(1)
The following is a DFT calculation (ωB97M-V/def2-TZVPD) of a cluster of 2 separate species, C3H7N2Si in total in a non-equilibrium geometry.

```
13
Properties=species:S:1:pos:R:3:forces:R:3:nbo_charge:R:1
C 1.67291 -0.61378 -0.15514 1.01 -1.39 0.30 -0.0735
C 0.35452 -0.90722 -0.18082 0.90 -4.51 -1.43 -0.0602
C 0.58525 1.18272 0.19430 -3.77 2.26 -1.25 0.2719
N 1.76246 0.71163 0.08270 1.92 -0.78 0.51 -0.4364
N -0.36503 0.24170 -0.13399 0.56 0.54 2.05 -0.6508
Si -2.18471 0.05114 0.03488 -0.60 2.86 0.07 0.9587
H 2.59766 -1.17495 -0.18798 -0.50 -0.35 -0.08 0.2610
H 0.01591 -2.02978 -0.28774 0.08 2.81 0.11 0.2831
H 0.40543 2.23285 0.29049 -0.41 0.25 0.29 0.2482
H 2.62857 1.14280 0.36624 -0.03 0.50 -0.24 0.4632
H -2.55144 -0.53986 1.29073 0.26 -0.74 0.68 -0.1333
H -2.13340 -1.67137 -1.23798 0.32 -2.01 -1.13 0.0322
H -2.78814 1.37415 -0.07570 0.26 0.55 0.12 -0.1639
```
Forces are in eV/Å.

Results
E_tot = -14069.8844 eV
spin multiplicity = 3
lowest unoccupied orbital energy (spin up / spin down) = -3.56 / -7.14 eV
HOMO-LUMO gap (spin up / spin down) = 7.3 / 7.5 eV
charge = +1
expectation value of S² = 2.00
molar mass = 99.189 g mol⁻¹


(2)
The following is a DFT calculation (ωB97M-V/def2-TZVPD) of the molecule C3H7N3 in a non-equilibrium geometry.

```
13
Properties=species:S:1:pos:R:3:forces:R:3:nbo_charge:R:1
H 0.55266 -2.29931 -0.62195 -0.24 0.14 0.34 0.3443
N 1.20579 -1.53585 -0.45705 0.36 0.05 -1.15 -0.6173
C 0.68953 -0.39907 -0.30983 -1.70 -0.91 2.10 0.2591
C 1.46762 0.76989 0.10766 -2.62 0.61 1.46 -0.6579
C -0.84108 -0.18920 0.18857 -0.19 -2.18 -3.46 0.3458
N -1.42932 0.97105 -0.23821 0.49 0.22 0.36 -0.8230
N -1.60730 -1.16242 0.49716 0.19 0.37 0.67 -0.6953
H -1.13292 -2.05633 0.59329 0.20 0.22 0.05 0.3407
H 1.19911 1.66034 -0.45350 0.49 0.12 -0.35 0.2166
H 2.52967 0.55482 0.18099 -0.13 0.36 0.53 0.2531
H 0.67601 0.88620 1.03124 3.42 0.59 -0.71 0.2362
H -2.43584 0.99676 -0.19403 0.14 0.30 0.19 0.4098
H -0.87394 1.80314 -0.32436 -0.40 0.10 -0.02 0.3878
```
Forces are in eV/Å.

Results
E_tot = -7693.0256 eV
spin multiplicity = 1
lowest unoccupied orbital energy = 0.81 eV
HOMO-LUMO gap = 10.2 eV
structure (SMILES) = [H]/N=C(C)\C(N)=N/[H]
molar mass = 85.110 g mol⁻¹


(3)
The following is a DFT calculation (ωB97M-V/def2-TZVPD) of the molecule C3H7N3 in a non-equilibrium geometry.

```
13
Properties=species:S:1:pos:R:3:forces:R:3:nbo_charge:R:1
N -2.40891 0.82672 -0.85488 -3.06 0.01 1.94 -0.6755
N -1.46225 0.02652 -0.23743 1.60 0.77 0.90 -0.2833
C -0.23535 0.24640 -0.52528 1.77 -2.32 -1.81 0.1767
N 0.92720 -0.58242 -0.17250 0.12 1.64 3.91 -0.4037
C 1.20915 -0.76999 1.31791 -0.36 -0.16 -1.69 -0.2750
C 2.19347 0.12661 0.50967 -2.33 -2.53 0.92 -0.2809
H -2.48630 0.77787 -1.87064 -0.04 -0.26 0.43 0.3624
H -3.37448 0.71190 -0.28138 3.10 0.13 -2.46 0.3738
H 0.24131 0.53908 -1.46811 -1.40 1.84 -0.42 0.1527
H 0.49361 -0.37354 2.05152 0.31 0.38 -0.64 0.2062
H 1.37779 -1.83714 1.53506 0.65 0.70 -0.03 0.2019
H 3.02844 -0.53557 0.25113 0.09 1.17 -0.19 0.2174
H 2.32376 1.20355 0.82233 -0.45 -1.36 -0.88 0.2274
```
Forces are in eV/Å.

Results
E_tot = -7690.4811 eV
spin multiplicity = 1
lowest unoccupied orbital energy = 1.12 eV
HOMO-LUMO gap = 9.4 eV
structure (SMILES) = N/N=C/N1CC1
molar mass = 85.110 g mol⁻¹


(4)
The following is a DFT calculation (ωB97M-V/def2-TZVPD) of the molecule C3H7N3 in a non-equilibrium geometry.

```
13
Properties=species:S:1:pos:R:3:forces:R:3:nbo_charge:R:1
N 2.94565 -0.90897 0.66453 0.07 -0.04 -0.06 -0.3238
C 2.05407 -0.64928 -0.00996 -0.22 -0.19 0.11 0.2819
C 0.87465 -0.27924 -0.77749 0.55 4.05 -1.30 -0.5417
C -0.24836 0.30917 0.16452 0.48 0.59 2.39 0.1324
N -1.10907 1.34707 -0.37423 0.31 -3.91 -4.04 -0.8531
N -1.06534 -0.84090 0.62536 -1.19 2.71 -0.39 -0.8533
H 1.22695 0.58348 -1.56151 -0.85 -1.93 1.96 0.2678
H 0.51792 -1.06333 -1.40723 -0.37 -0.75 -0.16 0.2537
H 0.17187 0.83065 1.11921 0.26 -1.00 -1.79 0.1738
H -1.52634 2.02435 0.16802 -0.69 1.22 1.86 0.3783
H -1.82592 0.80469 -0.93891 0.85 1.44 0.86 0.3655
H -1.40097 -0.48163 1.50456 -0.71 -0.50 0.29 0.3564
H -0.61510 -1.67605 0.82312 1.53 -1.70 0.24 0.3620
```
Forces are in eV/Å.

Results
E_tot = -7693.6840 eV
spin multiplicity = 1
lowest unoccupied orbital energy = 0.86 eV
HOMO-LUMO gap = 10.6 eV
structure (SMILES) = N#CCC(N)N
molar mass = 85.110 g mol⁻¹


Repeat the fourth record exactly.
The following is a DFT calculation (ωB97M-V/def2-TZVPD) of the molecule C3H7N3 in a non-equilibrium geometry.

```
13
Properties=species:S:1:pos:R:3:forces:R:3:nbo_charge:R:1
N 2.94565 -0.90897 0.66453 0.07 -0.04 -0.06 -0.3238
C 2.05407 -0.64928 -0.00996 -0.22 -0.19 0.11 0.2819
C 0.87465 -0.27924 -0.77749 0.55 4.05 -1.30 -0.5417
C -0.24836 0.30917 0.16452 0.48 0.59 2.39 0.1324
N -1.10907 1.34707 -0.37423 0.31 -3.91 -4.04 -0.8531
N -1.06534 -0.84090 0.62536 -1.19 2.71 -0.39 -0.8533
H 1.22695 0.58348 -1.56151 -0.85 -1.93 1.96 0.2678
H 0.51792 -1.06333 -1.40723 -0.37 -0.75 -0.16 0.2537
H 0.17187 0.83065 1.11921 0.26 -1.00 -1.79 0.1738
H -1.52634 2.02435 0.16802 -0.69 1.22 1.86 0.3783
H -1.82592 0.80469 -0.93891 0.85 1.44 0.86 0.3655
H -1.40097 -0.48163 1.50456 -0.71 -0.50 0.29 0.3564
H -0.61510 -1.67605 0.82312 1.53 -1.70 0.24 0.3620
```
Forces are in eV/Å.

Results
E_tot = -7693.6840 eV
spin multiplicity = 1
lowest unoccupied orbital energy = 0.86 eV
HOMO-LUMO gap = 10.6 eV
structure (SMILES) = N#CCC(N)N
molar mass = 85.110 g mol⁻¹


Please write out number 1 again, unchanged.
The following is a DFT calculation (ωB97M-V/def2-TZVPD) of a cluster of 2 separate species, C3H7N2Si in total in a non-equilibrium geometry.

```
13
Properties=species:S:1:pos:R:3:forces:R:3:nbo_charge:R:1
C 1.67291 -0.61378 -0.15514 1.01 -1.39 0.30 -0.0735
C 0.35452 -0.90722 -0.18082 0.90 -4.51 -1.43 -0.0602
C 0.58525 1.18272 0.19430 -3.77 2.26 -1.25 0.2719
N 1.76246 0.71163 0.08270 1.92 -0.78 0.51 -0.4364
N -0.36503 0.24170 -0.13399 0.56 0.54 2.05 -0.6508
Si -2.18471 0.05114 0.03488 -0.60 2.86 0.07 0.9587
H 2.59766 -1.17495 -0.18798 -0.50 -0.35 -0.08 0.2610
H 0.01591 -2.02978 -0.28774 0.08 2.81 0.11 0.2831
H 0.40543 2.23285 0.29049 -0.41 0.25 0.29 0.2482
H 2.62857 1.14280 0.36624 -0.03 0.50 -0.24 0.4632
H -2.55144 -0.53986 1.29073 0.26 -0.74 0.68 -0.1333
H -2.13340 -1.67137 -1.23798 0.32 -2.01 -1.13 0.0322
H -2.78814 1.37415 -0.07570 0.26 0.55 0.12 -0.1639
```
Forces are in eV/Å.

Results
E_tot = -14069.8844 eV
spin multiplicity = 3
lowest unoccupied orbital energy (spin up / spin down) = -3.56 / -7.14 eV
HOMO-LUMO gap (spin up / spin down) = 7.3 / 7.5 eV
charge = +1
expectation value of S² = 2.00
molar mass = 99.189 g mol⁻¹


- The highest E_tot belongs to which entry?
  number 3